Density functional theory data (the ωB97M-V functional and the def2-TZVPD basis) for C29H42CrN3OS2SbSi3 as an isolated structure.

For the calculated total energy, the calculation gives -4319.52826 a.u. For the HOMO energy (spin up / spin down), the calculation gives 0.0960 / -1.5238 eV.

```
! wB97M-V def2-TZVPD RIJCOSX def2/J DEFGRID3
* xyz -2 5
Cr -1.6171 -0.7167 0.0692
S -3.7826 0.3182 0.8747
C -4.6306 -1.1170 1.4017
C -5.6784 -1.0247 2.3229
C -6.3776 -2.1439 2.7511
C -6.0331 -3.3993 2.2640
C -4.9952 -3.5102 1.3486
C -4.2965 -2.3896 0.9002
S -3.0523 -2.5742 -0.3304
H -5.9331 -0.0439 2.7086
H -7.1794 -2.0355 3.4740
H -6.5564 -4.2871 2.6023
H -4.7056 -4.4825 0.9654
C 3.1645 -0.8319 -1.2572
Sb 1.7197 -1.0147 0.3768
C 0.0570 -1.7499 -0.7888
C -0.2846 -1.1547 -2.0800
C 0.3518 -1.2776 -3.3271
C -0.2270 -0.7059 -4.4388
C -1.4309 -0.0114 -4.3251
C -2.0087 0.0813 -3.0737
N -1.4458 -0.4661 -2.0048
Si 0.1552 -3.6057 -0.8063
C -0.9966 -4.3522 -2.1182
C 1.8569 -4.2552 -1.3574
C -0.1247 -4.3334 0.8938
C 1.5355 1.9077 0.5972
C 0.1347 2.1770 0.8360
C -0.3197 3.0921 1.8225
C -1.5502 3.6840 1.7085
C -2.3720 3.3522 0.6260
C -1.9591 2.3075 -0.1656
N -0.7916 1.6567 -0.0267
Si 2.6898 1.9962 2.0248
C 3.2457 3.7509 2.5238
C 4.3321 1.1090 1.7207
C 1.9397 1.1898 3.5514
Si 1.9878 2.7420 -0.9749
C 1.1587 2.1567 -2.5620
C 3.8477 2.7703 -1.3212
C 1.4912 4.5729 -0.8795
H 3.3502 -1.8216 -1.6788
H 4.1006 -0.4479 -0.8454
H 2.8323 -0.1638 -2.0509
H 1.2850 -1.8223 -3.3877
H 0.2546 -0.7969 -5.4063
H -1.9087 0.4412 -5.1829
H -2.9547 0.5853 -2.9104
H -0.4202 -4.6524 -2.9995
H -1.7780 -3.6605 -2.4342
H -1.5021 -5.2358 -1.7187
H 2.1199 -3.9030 -2.3601
H 1.8301 -5.3510 -1.3893
H 2.6493 -3.9531 -0.6685
H -1.1012 -4.0414 1.2795
H 0.6397 -3.9717 1.5869
H -0.0636 -5.4265 0.8540
H 0.3618 3.4043 2.6032
H -1.8625 4.4285 2.4328
H -3.3402 3.8059 0.4698
H -2.6206 1.9230 -0.9337
H 3.7547 4.2481 1.6919
H 3.9470 3.7010 3.3642
H 2.4086 4.3882 2.8203
H 4.8558 1.4723 0.8351
H 4.1904 0.0308 1.6154
H 4.9831 1.2724 2.5867
H 0.8739 1.3995 3.6583
H 2.4472 1.5137 4.4659
H 2.0313 0.1027 3.4809
H 1.5178 1.1836 -2.8971
H 1.3487 2.8821 -3.3615
H 0.0805 2.0743 -2.4168
H 4.2635 1.7679 -1.4349
H 4.4025 3.2868 -0.5333
H 4.0151 3.3148 -2.2568
H 0.4033 4.6603 -0.7913
H 1.8064 5.1220 -1.7739
H 1.9292 5.0572 -0.0017
O -0.5380 -1.7390 4.1632
C -0.8225 -1.3983 3.0505
N -1.0893 -1.0620 1.9491
*
```

Atom charges from the Löwdin analysis, given in e for atoms 1 to 5: number 1, Cr, carries 0.290; number 2, S, carries 0.625; number 3, C, carries -0.703; number 4, C, carries -0.152; number 5, C, carries -0.144